[1]
A 2-piece molecular cluster, C2H9N2S2 overall in a non-equilibrium geometry, computed with ωB97M-V/def2-TZVPD.

Computed properties:
LUMO level (alpha / beta): -8.43 / -12.56 eV
orbital gap (alpha / beta): 9.90 / 5.77 eV
2S+1: 2
HOMO energy (alpha / beta): -18.3 / -18.3 eV
total charge: +2

```
15
Properties=species:S:1:pos:R:3:forces:R:3:mulliken_spin:R:1
C 0.144 -0.724 0.793 0.0 0.7 0.8 0.00
N -0.419 0.620 1.036 0.1 -0.2 -0.1 0.00
C -1.357 1.164 0.303 0.0 -0.3 0.2 0.00
N -2.037 2.235 0.606 -0.4 0.2 -0.1 0.00
H -0.241 -1.397 1.564 0.0 -0.1 -0.3 0.00
H 1.223 -0.646 0.911 0.0 -0.1 -0.2 0.00
H -0.139 -1.044 -0.198 -0.1 -0.2 -0.2 0.00
H -0.108 1.070 1.888 -0.2 0.1 0.0 0.00
H -1.588 0.675 -0.640 -0.1 0.1 0.1 0.00
H -2.008 2.705 1.501 0.3 -0.1 0.1 0.00
H -2.793 2.528 0.003 0.1 0.0 -0.1 0.00
S 2.732 -0.893 -2.538 -0.3 -1.1 -0.7 0.42
S 2.487 -2.910 -2.175 1.1 0.8 -0.3 0.53
H 1.471 -0.518 -2.224 0.2 0.1 0.7 0.03
H 2.634 -2.865 -0.830 -0.8 0.0 0.2 0.02
```
Positions in Å, forces in eV/Å.



[2]
A single C5H7NO molecule in a non-equilibrium geometry, computed with ωB97M-V/def2-TZVPD.

Computed properties:
LUMO level: 0.57 eV
orbital gap: 10.70 eV
structure (SMILES): C/C=C(\C#N)CO
HOMO energy: -10.1 eV
total charge: 0

```
14
Properties=species:S:1:pos:R:3:forces:R:3:mulliken_charge:R:1
C 1.303 -0.116 1.694 0.0 -0.1 0.0 -1.14
C 0.160 0.337 0.841 0.0 0.0 -0.2 0.01
C -0.302 -0.268 -0.262 0.1 0.2 0.1 0.60
C 0.291 -1.491 -0.746 0.5 -0.9 -0.3 -0.08
N 0.748 -2.486 -1.128 -0.5 1.1 0.4 -0.46
C -1.407 0.326 -1.110 -0.2 -0.2 0.2 -0.71
O -0.914 0.946 -2.279 0.3 0.4 0.1 -0.51
H 0.944 -0.457 2.673 0.0 0.1 -0.1 0.28
H 1.982 0.722 1.886 -0.1 -0.1 -0.1 0.31
H 1.865 -0.934 1.233 -0.1 0.2 0.1 0.35
H -0.328 1.270 1.131 0.0 -0.2 0.0 0.33
H -2.084 -0.457 -1.463 0.1 0.1 0.1 0.34
H -1.992 1.024 -0.491 0.1 -0.1 -0.1 0.32
H -0.306 1.651 -2.003 -0.2 -0.3 -0.2 0.35
```
Positions in Å, forces in eV/Å.



[3]
A single C2H3NS molecule in a non-equilibrium geometry, computed with ωB97M-V/def2-TZVPD.

Computed properties:
LUMO level (alpha / beta): 0.11 / -0.07 eV
orbital gap (alpha / beta): 7.32 / 7.22 eV
HOMO energy (alpha / beta): -7.2 / -7.3 eV
total charge: 0

```
7
Properties=species:S:1:pos:R:3:forces:R:3:mulliken_charge:R:1
C -1.870 -0.890 0.951 -0.2 -0.4 0.2 0.00
C 0.247 -0.272 -0.200 -0.4 -0.6 0.2 -0.41
N -0.742 -0.181 0.703 0.3 1.1 -0.2 -0.11
S -2.265 -2.118 1.876 0.3 0.1 -0.2 -0.24
H 0.392 -1.209 -0.708 -0.1 -0.1 0.0 0.27
H 0.705 0.629 -0.563 0.1 0.1 0.2 0.23
H -0.837 0.757 1.099 0.0 -0.3 -0.1 0.26
```
Positions in Å, forces in eV/Å.



What E values result from the calculations? In sequence: -26851.834, -8835.026, -14444.233 eV.